<1>
One molecule with the formula C2H2O2S2, computed with wB97M-V/def2-TZVPD.

Positions of all 8 atoms, in Å:
O 0.12401 1.80537 0.30827
C 0.15190 0.66668 -0.00334
S 1.65843 -0.19238 -0.49883
C -1.09161 -0.24439 -0.04184
O -0.87496 -1.52191 0.28236
S -2.52748 0.34194 -0.46827
H 2.49034 0.82175 -0.16509
H 0.06938 -1.67706 0.58673

The structure (SMILES) is O=C(S)C(O)=S. The LUMO energy is -0.858 eV. As for the spin multiplicity: 1.

So, what does the Mulliken scheme give us? The charges, in e, come out as: atom 1 (O): -0.409, atom 2 (C): 0.416, atom 3 (S): -0.279, atom 4 (C): 0.406, atom 5 (O): -0.415, atom 6 (S): -0.227, atom 7 (H): 0.186, atom 8 (H): 0.321

=====

<2>
One molecule with the formula C2H2O2S2, computed with wB97M-V/def2-TZVPD.

Positions of all 8 atoms, in Å:
O 0.92547 1.47872 -0.04495
C 0.75653 0.25871 -0.04363
S 1.84653 -1.08912 -0.01628
C -0.81153 -0.03084 0.00141
O -1.42517 1.12042 0.01815
S -1.46680 -1.49155 -0.04233
H 0.85972 -2.00401 0.18120
H -0.68475 1.75766 -0.05358

The structure (SMILES) is O=C(S)C(O)=S. The LUMO energy is -1.012 eV. As for the spin multiplicity: 1.

So, what does the Mulliken scheme give us? The charges, in e, come out as: atom 1 (O): -0.602, atom 2 (C): 0.712, atom 3 (S): -0.137, atom 4 (C): 0.259, atom 5 (O): -0.473, atom 6 (S): -0.361, atom 7 (H): 0.148, atom 8 (H): 0.455

=====

<3>
C2H2O2S2 as an isolated structure, computed with wB97M-V/def2-TZVPD.

Positions of all 8 atoms, in Å:
C 0.31660 0.83865 0.77945
C 0.40891 -0.12370 -0.48741
H -0.58912 -0.63758 1.34495
H -0.63529 -1.57438 -2.08561
O -0.89303 0.59873 1.49360
O 1.40382 -0.22368 -1.22903
S 1.15976 2.16118 0.95652
S -1.17165 -1.03922 -0.77247

The LUMO energy is -1.375 eV. As for the spin multiplicity: 1.

So, what does the Mulliken scheme give us? The charges, in e, come out as: atom 1 (C): 0.371, atom 2 (C): 0.401, atom 3 (H): 0.395, atom 4 (H): 0.209, atom 5 (O): -0.463, atom 6 (O): -0.463, atom 7 (S): -0.215, atom 8 (S): -0.235

=====

Computed relative energies in units of eV: <1> 0.196; <2> 0.000; <3> 2.597

=====

<1>
A 5-piece molecular cluster, C4H20N2O5 overall, computed with wB97M-V/def2-TZVPD.

Positions of all 31 atoms, in Å:
N 1.69707 -1.08561 0.58782
C 0.78396 -1.44089 1.68556
C -0.41396 -2.36476 1.30812
C -1.09237 -2.01197 0.00684
N -1.40116 -0.57607 -0.10426
C -1.64806 -0.07954 -1.46155
O -0.50775 0.71329 -1.89738
H 1.31000 -1.21327 -0.36601
H 2.43958 -1.77367 0.44983
H 0.30432 -0.54586 2.09704
H 1.37575 -2.00574 2.39840
H -1.10320 -2.36372 2.15519
H -0.05396 -3.40308 1.19845
H -0.49179 -2.27666 -0.86912
H -2.07939 -2.48501 -0.06545
H -0.61191 -0.01817 0.19964
H -1.83723 -0.78480 -2.25923
H -2.39607 0.67277 -1.30142
H -0.25033 1.45571 -1.26658
O 0.35121 2.81010 -0.69231
H 1.01627 3.12064 -1.30509
H 0.76924 2.27018 0.00503
O 1.07012 -1.31882 -2.16207
H 1.35524 -1.25961 -3.09276
H 0.49038 -0.51913 -2.25004
O -1.45186 2.64271 1.88008
H -0.93052 2.17684 2.54517
H -1.20561 2.19459 1.06453
O 1.75336 1.51388 1.07919
H 2.35581 2.25699 1.21144
H 2.16168 0.61279 1.20276

The structure (SMILES) is NCCCNCO.O.O.O.O. The LUMO energy is 0.456 eV. As for the spin multiplicity: 1.

So, what does the Mulliken scheme give us? The charges, in e, come out as: atom 1 (N): -0.370, atom 2 (C): -0.635, atom 3 (C): -0.536, atom 4 (C): -0.687, atom 5 (N): -0.213, atom 6 (C): -0.601, atom 7 (O): -0.732, atom 8 (H): 0.054, atom 9 (H): 0.335, atom 10 (H): 0.165, atom 11 (H): 0.415, atom 12 (H): 0.340, atom 13 (H): 0.332, atom 14 (H): 0.351, atom 15 (H): 0.432, atom 16 (H): 0.041, atom 17 (H): 0.372, atom 18 (H): 0.416, atom 19 (H): 0.459, atom 20 (O): -0.689, atom 21 (H): 0.296, atom 22 (H): 0.432, atom 23 (O): -0.722, atom 24 (H): 0.315, atom 25 (H): 0.444, atom 26 (O): -0.650, atom 27 (H): 0.333, atom 28 (H): 0.319, atom 29 (O): -0.624, atom 30 (H): 0.247, atom 31 (H): 0.362

=====

<2>
A 5-piece molecular cluster, C4H20N2O5 overall, computed with wB97M-V/def2-TZVPD.

Positions of all 31 atoms, in Å:
C 2.03377 -0.96858 0.36152
N 1.15935 -1.57287 -0.68418
C 1.71703 -1.46928 -2.04772
C 1.10252 -0.32781 -2.93399
N 1.04434 0.93175 -2.26404
C -0.06720 1.77387 -2.43459
O -1.09702 1.60176 -1.38968
H 2.83796 -0.29434 0.02213
H 2.51664 -1.87193 0.75274
H 1.55334 -0.43380 1.17761
H 0.33288 -0.97704 -0.68162
H 1.33030 -2.40683 -2.48815
H 2.80529 -1.57946 -2.08581
H 1.73319 -0.39426 -3.83851
H 0.16952 -0.78074 -3.31928
H 1.37169 0.86414 -1.31212
H 0.10032 2.84770 -2.33208
H -0.65061 1.57501 -3.34378
H -1.18721 0.64328 -1.22205
O -1.04895 2.41178 1.20679
H -0.89889 2.78847 0.34403
H -1.70660 2.85706 1.72571
O -3.40534 -1.99722 1.52480
H -2.43703 -1.93259 1.62806
H -3.52375 -1.97104 0.57451
O -1.18760 -1.35728 3.27966
H -0.73145 -2.19905 3.46934
H -0.43911 -0.82239 2.94112
O 0.70016 0.83874 3.38777
H 0.29891 1.19485 2.58932
H 0.14765 0.93544 4.17339

The structure (SMILES) is CNCCNCO.O.O.O.O. The LUMO energy is 0.460 eV. As for the spin multiplicity: 1.

So, what does the Mulliken scheme give us? The charges, in e, come out as: atom 1 (C): -0.945, atom 2 (N): -0.340, atom 3 (C): -0.630, atom 4 (C): -0.426, atom 5 (N): -0.210, atom 6 (C): -0.403, atom 7 (O): -0.526, atom 8 (H): 0.408, atom 9 (H): 0.344, atom 10 (H): 0.215, atom 11 (H): 0.201, atom 12 (H): 0.312, atom 13 (H): 0.299, atom 14 (H): 0.284, atom 15 (H): 0.271, atom 16 (H): 0.240, atom 17 (H): 0.290, atom 18 (H): 0.327, atom 19 (H): 0.277, atom 20 (O): -0.569, atom 21 (H): 0.315, atom 22 (H): 0.263, atom 23 (O): -0.616, atom 24 (H): 0.331, atom 25 (H): 0.304, atom 26 (O): -0.698, atom 27 (H): 0.326, atom 28 (H): 0.377, atom 29 (O): -0.671, atom 30 (H): 0.343, atom 31 (H): 0.310

=====

<3>
A 5-piece molecular cluster, C4H20N2O5 overall, computed with wB97M-V/def2-TZVPD.

Positions of all 31 atoms, in Å:
C 1.78349 0.40476 1.30608
C 0.80613 -0.74979 1.08614
C 1.46621 -1.87509 0.26354
O 0.51735 -2.68205 -0.39296
N -0.44301 -0.33328 0.42668
C -1.48138 0.02586 1.40716
N -1.98655 -1.17565 2.09031
H 1.38220 1.04071 2.09843
H 1.81724 1.03251 0.42219
H 2.73410 -0.00888 1.64340
H 0.51989 -1.21326 2.02579
H 2.15163 -1.44709 -0.48404
H 2.14042 -2.48184 0.87588
H -0.37407 -2.35982 -0.19774
H -0.17535 0.38579 -0.23842
H -2.40838 0.39697 1.00238
H -1.02765 0.64874 2.17936
H -2.50062 -1.78243 1.45661
H -1.28426 -1.71667 2.57599
O -0.08283 0.91059 -2.63062
H 0.07633 1.52823 -3.35307
H 0.34307 0.07955 -2.94947
O -2.26771 1.99201 -0.82929
H -1.77231 1.19646 -1.07268
H -2.23921 2.46591 -1.66942
O -0.76016 3.53006 0.85346
H 0.12240 3.63440 0.45894
H -1.16373 3.09980 0.06886
O 1.12663 -1.41852 -2.99932
H 2.03251 -1.27846 -3.27831
H 0.94760 -1.84952 -2.14585

The structure (SMILES) is C[C@H](CO)NCN.O.O.O.O. The LUMO energy is 0.354 eV. As for the spin multiplicity: 1.

So, what does the Mulliken scheme give us? The charges, in e, come out as: atom 1 (C): -1.419, atom 2 (C): 0.370, atom 3 (C): -0.848, atom 4 (O): -0.670, atom 5 (N): 0.049, atom 6 (C): -0.469, atom 7 (N): -0.641, atom 8 (H): 0.351, atom 9 (H): 0.318, atom 10 (H): 0.414, atom 11 (H): 0.272, atom 12 (H): 0.262, atom 13 (H): 0.388, atom 14 (H): 0.375, atom 15 (H): 0.044, atom 16 (H): 0.444, atom 17 (H): 0.248, atom 18 (H): 0.249, atom 19 (H): 0.266, atom 20 (O): -0.615, atom 21 (H): 0.268, atom 22 (H): 0.413, atom 23 (O): -0.698, atom 24 (H): 0.339, atom 25 (H): 0.338, atom 26 (O): -0.627, atom 27 (H): 0.295, atom 28 (H): 0.339, atom 29 (O): -0.768, atom 30 (H): 0.314, atom 31 (H): 0.397

=====

Computed relative energies in units of eV: <1> 0.527; <2> 1.264; <3> 0.000

=====

<1>
One molecule with the formula C3H7N3Si, computed with wB97M-V/def2-TZVPD.

Positions of all 14 atoms, in Å:
C 2.44322 -0.39979 0.10478
C 0.51529 -1.59470 0.84042
C -1.88244 -0.02153 -0.70958
N 1.62472 -1.31913 0.49498
N 2.02877 0.79897 -0.30593
N 0.90444 1.29279 -0.45755
Si -0.72702 1.33298 0.09844
H 3.51876 -0.65958 0.10706
H -0.03646 -2.37385 1.31363
H -1.75207 -0.09100 -1.84853
H -1.42804 -0.95579 -0.43711
H -2.89003 -0.00276 -0.48507
H -1.26122 2.64480 -0.34098
H -1.05791 1.34861 1.62545

The LUMO energy (spin up / spin down) is -0.176 / -1.125 eV. As for the spin multiplicity: 1.

So, what does the Mulliken scheme give us? The charges, in e, come out as: atom 1 (C): 0.006, atom 2 (C): -0.243, atom 3 (C): -0.865, atom 4 (N): -0.154, atom 5 (N): -0.154, atom 6 (N): -0.155, atom 7 (Si): 0.360, atom 8 (H): 0.324, atom 9 (H): 0.357, atom 10 (H): 0.286, atom 11 (H): 0.126, atom 12 (H): 0.371, atom 13 (H): -0.166, atom 14 (H): -0.094

=====

<2>
One molecule with the formula C3H7N3Si, computed with wB97M-V/def2-TZVPD.

Positions of all 14 atoms, in Å:
C 0.70451 -0.12266 2.31450
Si -0.29630 -0.88299 0.89319
N -0.30245 0.07659 -0.55217
C -0.44450 -0.44499 -1.92384
N -0.44274 0.51116 -2.71909
C -0.20042 1.61857 -1.97815
N -0.14925 1.38512 -0.67655
H 0.32631 -0.43350 3.26819
H 1.72232 -0.53421 2.12820
H 0.77892 0.92542 2.22970
H 0.45711 -2.00906 0.18961
H -1.75197 -1.12702 1.21222
H -0.49360 -1.57481 -2.01757
H 0.09207 2.61238 -2.36825

The structure (SMILES) is C[SiH2]n1cncn1. The LUMO energy is 0.829 eV. As for the spin multiplicity: 1.

So, what does the Mulliken scheme give us? The charges, in e, come out as: atom 1 (C): -0.951, atom 2 (Si): 0.203, atom 3 (N): 0.601, atom 4 (C): 0.076, atom 5 (N): -0.551, atom 6 (C): -0.109, atom 7 (N): -0.669, atom 8 (H): 0.314, atom 9 (H): 0.276, atom 10 (H): 0.328, atom 11 (H): -0.087, atom 12 (H): -0.079, atom 13 (H): 0.288, atom 14 (H): 0.358

=====

Computed relative energies in units of eV: <1> 4.793; <2> 0.000

=====

<1>
C8H9NO as an isolated structure, computed with wB97M-V/def2-TZVPD.

Positions of all 19 atoms, in Å:
C 0.64895 -1.78131 -1.08842
C 0.84301 -2.05345 0.24730
C -0.36159 -0.90484 -1.53490
C 0.06002 -1.47564 1.26922
C -1.11978 -0.35257 -0.55035
C -0.90310 -0.63212 0.81729
C -2.25641 0.54708 -0.10635
C 1.56651 2.41731 -0.04517
N -1.97026 0.21234 1.21375
O -3.08266 1.25763 -0.58871
H 1.28887 -2.25263 -1.81760
H 1.62572 -2.74066 0.53441
H -0.50361 -0.70318 -2.58460
H 0.23432 -1.70354 2.30840
H 1.97513 3.38444 -0.30857
H 2.04665 2.05451 0.85446
H 1.74254 1.71842 -0.85211
H -2.33572 0.49972 2.10511
H 0.50142 2.50849 0.12684

The LUMO energy is 0.392 eV. As for the spin multiplicity: 1.

So, what does the Mulliken scheme give us? The charges, in e, come out as: atom 1 (C): -0.424, atom 2 (C): -0.312, atom 3 (C): -0.623, atom 4 (C): -1.088, atom 5 (C): 0.714, atom 6 (C): 0.414, atom 7 (C): 0.225, atom 8 (C): -0.915, atom 9 (N): -0.108, atom 10 (O): -0.567, atom 11 (H): 0.373, atom 12 (H): 0.383, atom 13 (H): 0.437, atom 14 (H): 0.431, atom 15 (H): 0.310, atom 16 (H): 0.244, atom 17 (H): 0.201, atom 18 (H): 0.145, atom 19 (H): 0.159

=====

<2>
One molecule with the formula C8H9NO, computed with wB97M-V/def2-TZVPD.

Positions of all 19 atoms, in Å:
C 0.31069 -1.70546 1.86580
C 0.51664 -0.45025 1.31602
C 0.10603 0.32108 0.32150
C 0.43303 1.70043 0.12724
C -0.41211 -0.61871 -0.74202
C 0.75604 2.49698 1.37040
C 0.46539 -0.78085 -1.96892
C -1.63719 -1.37275 -0.57063
N 0.26106 -2.71719 2.44148
O 0.43542 2.22178 -0.97748
H 0.79281 1.90678 2.35168
H -0.00664 3.16263 1.41184
H 1.71161 2.99882 1.26496
H 1.50339 -1.25776 -1.76204
H 0.64617 0.24541 -2.39108
H -0.08754 -1.41197 -2.63544
H -2.36283 -0.68447 -0.14369
H -1.41361 -2.25081 0.19374
H -2.01837 -1.80367 -1.47337

The LUMO energy (spin up / spin down) is -0.778 / -1.368 eV. As for the spin multiplicity: 1.

So, what does the Mulliken scheme give us? The charges, in e, come out as: atom 1 (C): -0.086, atom 2 (C): -0.297, atom 3 (C): 1.054, atom 4 (C): 0.556, atom 5 (C): 0.611, atom 6 (C): -1.226, atom 7 (C): -1.276, atom 8 (C): -1.226, atom 9 (N): -0.499, atom 10 (O): -0.586, atom 11 (H): 0.281, atom 12 (H): 0.391, atom 13 (H): 0.303, atom 14 (H): 0.259, atom 15 (H): 0.316, atom 16 (H): 0.401, atom 17 (H): 0.318, atom 18 (H): 0.238, atom 19 (H): 0.472

=====

<3>
One molecule with the formula C8H9NO, computed with wB97M-V/def2-TZVPD.

Positions of all 19 atoms, in Å:
C -2.42142 1.09565 0.46329
C -2.47808 -0.26735 -0.07375
O -3.53103 -0.88461 -0.16923
N -1.30300 -0.88279 -0.51558
C 0.00470 -0.49921 -0.28774
C 0.56132 0.77199 -0.49470
C 1.81991 1.12465 -0.42350
C 2.73560 0.11255 0.06381
C 2.30084 -1.22573 0.30970
C 0.95662 -1.55649 0.06421
H -3.27354 1.33458 0.92251
H -2.33481 1.94096 -0.34302
H -1.59334 1.49235 1.24369
H -1.39446 -2.09493 -0.55950
H 0.07823 1.55153 -0.69633
H 2.36839 2.16089 -0.25939
H 3.90793 0.26208 0.12485
H 3.06494 -1.82488 0.52185
H 0.53120 -2.61125 0.10883

The structure (SMILES) is CC(=O)Nc1ccccc1. The LUMO energy is 0.758 eV. As for the spin multiplicity: 1.

So, what does the Mulliken scheme give us? The charges, in e, come out as: atom 1 (C): -1.096, atom 2 (C): 0.607, atom 3 (O): -0.605, atom 4 (N): -0.261, atom 5 (C): 0.727, atom 6 (C): -0.148, atom 7 (C): -0.683, atom 8 (C): -0.120, atom 9 (C): -0.849, atom 10 (C): -0.429, atom 11 (H): 0.410, atom 12 (H): 0.247, atom 13 (H): 0.305, atom 14 (H): 0.293, atom 15 (H): 0.543, atom 16 (H): 0.232, atom 17 (H): 0.220, atom 18 (H): 0.478, atom 19 (H): 0.130

=====

Computed relative energies in units of eV: <1> 0.000; <2> 3.654; <3> 1.737